(1)
{"formula": "C2H8N2O2", "method": "ωB97M-V/def2-TZVPD", "symbols": ["C", "C", "N", "N", "O", "O", "H", "H", "H", "H", "H", "H", "H", "H"], "coordinates": [[-0.26360, -0.62447, 0.33153], [0.96151, 1.96467, 0.48459], [-0.30488, -0.09771, -0.91109], [-0.20653, -1.99233, -1.10304], [-0.26642, 1.31215, 0.61759], [-1.39271, -0.96303, 0.97150], [-1.19503, -1.15772, 1.89604], [-1.27464, 0.13733, -1.13272], [0.69330, -0.84540, 0.78610], [-1.14538, -2.24630, -1.40503], [0.42168, -1.96812, -1.90059], [1.26644, 2.39483, 1.45039], [0.91895, 2.78105, -0.25006], [1.78730, 1.30505, 0.16481]], "atomic_forces_ev_per_a": [[-0.21, 2.54, 1.22], [-0.03, -0.08, 0.24], [0.20, -2.88, -0.61], [-0.27, 1.37, -0.48], [0.01, -0.62, 0.38], [0.52, 0.01, -0.36], [-0.02, 0.03, -0.08], [-0.01, -0.09, 0.05], [-0.07, -0.03, -0.14], [0.12, -0.01, -0.11], [-0.09, -0.11, -0.02], [0.03, 0.04, -0.08], [-0.06, -0.07, 0.04], [-0.11, -0.10, -0.04]], "de_lowest_kcal_mol": 145.6, "total_energy_ev": -9273.5986, "orbital_gap_ev": [8.6, 8.6], "e_homo_ha": [-0.298, -0.297]}

=====

(2)
{"formula": "C2H8N2O2", "method": "ωB97M-V/def2-TZVPD", "symbols": ["N", "C", "N", "C", "O", "H", "H", "H", "H", "H", "H", "O", "H", "H"], "coordinates": [[-0.94104, -0.37057, 1.31743], [-0.98866, -0.51224, -0.19590], [0.18770, -0.06469, -0.90411], [0.35428, 1.30146, -0.98838], [-0.66683, 2.01763, -0.81754], [-1.41715, -1.17657, 1.68024], [-1.40738, 0.45795, 1.64341], [-1.88889, -0.01065, -0.67622], [-1.03349, -1.69012, -0.28620], [0.88750, -0.71644, -0.98336], [1.24078, 1.87323, -1.33897], [1.90549, -1.68040, 0.98613], [1.13960, -1.01240, 0.92127], [1.64937, -2.11133, 1.90342]], "atomic_forces_ev_per_a": [[0.58, 0.04, -1.81], [-1.53, -2.16, 0.43], [-1.22, 2.40, 0.86], [-3.47, 1.74, -0.49], [2.38, -1.25, 0.16], [-0.20, -0.10, 0.33], [-0.08, 0.34, -0.03], [1.10, -0.81, 0.78], [0.00, 2.44, -0.47], [2.24, -1.32, -0.35], [0.19, -1.35, 0.25], [-2.54, 0.02, 2.69], [1.56, -1.18, 0.45], [0.98, 1.19, -2.80]], "smiles": "NCNC=O.O", "de_lowest_kcal_mol": 37.8, "total_energy_ev": -9278.2722, "orbital_gap_ev": 10.7, "e_homo_ha": -0.366}